# 1
114
Properties=species:S:1:pos:R:3:forces:R:3:lowdin_charge:R:1 method="wB97M-V/def2-TZVPD" homo_ev=-9.733 gap_ev=9.74 e_above_lowest_kcal_mol=117.79 charge=0
O 16.15244 6.89740 -7.17789 -0.1757 -0.0268 -0.2040 -0.05
H 16.18022 7.18761 -6.26617 -0.0498 0.1066 0.2833 0.03
H 17.07007 6.76377 -7.41527 0.2134 -0.0702 -0.0716 0.03
O 13.14807 8.42874 -10.90236 -0.2055 0.0002 -0.1500 -0.05
H 13.36275 7.84398 -10.17559 0.0259 -0.1701 0.2096 0.03
H 13.92364 8.98054 -11.00355 0.2099 0.1864 -0.0464 0.02
O 12.01493 13.90823 -14.21333 -0.0929 0.2619 0.1230 -0.05
H 11.44733 13.43603 -14.82249 -0.1564 -0.1056 -0.1647 0.03
H 12.86254 13.46943 -14.28586 0.2422 -0.1088 0.0426 0.03
O 15.85879 19.82486 -5.55247 0.1469 0.1841 -0.0858 -0.05
H 15.68927 19.78741 -4.61114 -0.0794 0.0377 0.2529 0.02
H 15.61270 18.95801 -5.87532 -0.0851 -0.2513 -0.1557 0.03
O 18.04973 16.04303 -2.21011 0.0311 -0.3320 -0.0163 -0.05
H 17.41772 16.75441 -2.31358 -0.2318 0.1814 -0.0471 0.03
H 18.74041 16.41364 -1.66071 0.2002 0.1122 0.1053 0.03
O 12.57947 18.06810 -13.52216 -0.0526 0.2079 0.1628 -0.05
H 12.29205 17.15536 -13.54517 -0.1088 -0.3127 0.0243 0.02
H 13.13446 18.16452 -14.29606 0.1395 0.0630 -0.1760 0.03
O 18.58250 12.35040 -0.40881 -0.0666 -0.2737 -0.0431 -0.05
H 19.24960 12.58769 0.23532 0.1662 0.0024 0.1756 0.03
H 18.35367 13.17736 -0.83308 -0.1358 0.2781 -0.2027 0.02
O 8.23546 13.87860 -11.61589 0.0049 0.1073 0.1993 -0.05
H 8.73636 13.90632 -12.43109 0.2095 0.0499 -0.1712 0.02
H 7.54499 13.23634 -11.78020 -0.1997 -0.1567 0.0029 0.03
O 17.43134 10.23952 -10.92682 -0.2276 0.0497 -0.0729 -0.05
H 18.27244 10.69605 -10.94602 0.1898 0.1695 -0.0334 0.03
H 17.62291 9.40109 -10.50661 0.0080 -0.2284 0.1087 0.03
O 17.67900 8.66498 -2.68991 -0.2167 -0.1548 -0.1190 -0.05
H 17.90433 9.50986 -2.30050 0.0218 0.2958 0.1773 0.02
H 18.51657 8.30310 -2.97931 0.2021 -0.1103 -0.0428 0.03
C 9.45284 22.61542 -8.67613 -0.4007 0.2435 0.7563 -0.07
C 9.74045 21.29104 -9.36301 0.8190 0.7472 1.2551 -0.51
C 8.57485 20.91273 -10.21767 0.0855 -0.0888 -0.6864 -0.06
O 10.99612 21.44212 -10.01145 0.1850 0.6642 -0.7672 -0.05
H 10.09808 22.77731 -7.81267 0.2795 0.2255 -0.2627 0.08
H 8.44120 22.65445 -8.27221 -0.1887 -0.4924 0.1229 0.07
H 9.44117 23.47461 -9.34678 0.5839 -0.1329 -0.2577 0.08
H 9.97995 20.55925 -8.59151 -0.7316 -0.3424 0.2259 0.13
H 7.90807 20.24526 -9.67180 0.0322 -0.1532 -0.3073 0.09
H 8.98473 20.48479 -11.13253 -0.4713 -0.4949 -0.0716 0.08
H 8.00860 21.79681 -10.51068 -0.0167 0.0192 -0.0580 0.08
H 11.15431 20.75399 -10.66187 -0.1629 -0.2109 0.0317 0.08
C 5.83917 13.41422 -4.53407 0.7811 0.8353 0.0994 -0.05
C 6.96667 13.59459 -5.55654 -0.0227 -0.3829 0.3759 -0.52
C 7.55808 12.24507 -5.79807 -0.0971 -1.2120 -0.5577 -0.09
O 6.44040 14.13540 -6.76270 0.1643 -0.0446 0.3532 -0.04
H 5.35703 14.36638 -4.31268 -0.3155 -0.0818 -0.2873 0.08
H 6.27383 13.10814 -3.58250 0.0346 -0.2735 -0.0075 0.08
H 5.14804 12.64676 -4.88256 -0.1353 0.2369 0.0242 0.08
H 7.81675 14.16440 -5.18135 -0.3348 0.9030 0.2419 0.13
H 8.15138 11.90502 -4.94927 -0.2986 -0.1560 0.1417 0.09
H 8.21108 12.13893 -6.66433 0.1659 0.4996 -0.1656 0.08
H 6.70921 11.59641 -6.01425 0.1821 -0.5554 0.2185 0.08
H 7.10802 13.90677 -7.41356 -0.1139 0.2364 -0.4544 0.08
C 13.38222 19.90312 1.27469 0.5571 0.7234 -0.4575 -0.06
C 13.99604 18.89717 0.32002 -0.1690 -2.1819 1.1574 -0.52
C 12.96670 17.93586 -0.34226 -0.2104 1.8560 -1.0096 -0.05
O 14.87255 19.47045 -0.61216 -0.2678 0.2431 -1.4311 -0.05
H 12.85771 20.67362 0.70961 -0.5812 -0.2134 -0.0183 0.08
H 14.18908 20.48187 1.72427 0.2178 -0.1347 0.3269 0.07
H 12.78743 19.48114 2.08478 -0.0843 -0.0778 -0.2880 0.08
H 14.60131 18.18153 0.87646 0.2157 0.1082 0.7301 0.12
H 12.48482 18.50157 -1.13966 -0.0942 0.1493 -0.2957 0.07
H 12.12317 17.70959 0.30994 0.4498 -0.3591 0.3403 0.08
H 13.38413 17.06689 -0.85093 0.1942 -0.0614 0.5138 0.07
H 15.47201 20.11640 -0.23138 -0.1942 -0.0669 0.3993 0.09
C 13.84913 13.01412 -6.49301 1.1466 0.8550 -1.2941 -0.03
C 14.29139 14.27213 -7.37651 -1.6649 -1.1801 0.3643 -0.51
C 13.13003 15.06767 -7.90203 -1.5765 -0.1708 -0.4814 -0.07
O 14.96258 15.14324 -6.56435 1.5352 1.2412 1.5849 -0.05
H 13.37865 12.26678 -7.13194 -0.4402 0.0518 0.3790 0.07
H 13.32261 13.31639 -5.58774 -0.6854 0.1665 -0.4836 0.08
H 14.73600 12.53977 -6.07284 0.4084 -0.1124 -0.2951 0.06
H 14.90472 14.01680 -8.24065 0.2250 -0.6438 0.0262 0.13
H 13.34924 16.08245 -8.23410 0.6036 -0.1673 -0.0704 0.08
H 12.33368 15.20256 -7.17008 0.1139 -0.1384 0.3884 0.08
H 12.64403 14.55234 -8.73048 0.0651 -0.0559 -0.1890 0.08
H 15.42509 14.62589 -5.90100 0.2768 0.1812 0.0837 0.08
C 19.31450 19.58434 -11.92977 0.4242 0.4269 -0.4978 -0.08
C 20.43399 19.42343 -10.94330 0.3456 -1.4506 -0.0573 -0.50
C 20.44490 17.94355 -10.45175 -0.1600 1.0510 0.6677 -0.05
O 21.67665 19.66701 -11.60899 -0.2135 0.3030 -0.1133 -0.06
H 19.30652 18.84711 -12.73260 0.0001 -0.1858 0.1494 0.08
H 19.54290 20.54777 -12.38555 -0.6829 0.1849 -0.1714 0.08
H 18.37893 19.57857 -11.37051 -0.1093 0.1330 -0.3336 0.09
H 20.21186 20.23614 -10.25173 0.4834 -0.3741 0.8690 0.13
H 19.55073 17.72581 -9.86768 -0.4791 -0.1903 -0.5986 0.07
H 21.20670 17.63742 -9.73478 0.6085 0.4638 -0.2236 0.07
H 20.56694 17.37386 -11.37298 -0.2905 -0.3352 0.2769 0.08
H 22.37235 19.65260 -10.94763 0.0678 -0.0268 0.0348 0.08
C 9.47954 5.86771 -4.44000 -0.0655 0.1547 0.1815 -0.07
C 10.84610 5.67615 -5.05033 0.3545 -0.1396 1.0706 -0.51
C 11.95376 5.23163 -4.02981 -0.4304 0.1750 -0.4205 -0.04
O 10.69459 4.69761 -6.02782 0.0149 -0.9971 -0.8534 -0.05
H 9.59047 6.59647 -3.63706 -0.4087 -0.0940 0.1795 0.08
H 9.05998 4.92009 -4.10222 0.2915 -0.0244 0.4011 0.08
H 8.74890 6.22357 -5.16637 0.2268 0.2878 -0.1342 0.08
H 11.11795 6.60897 -5.54433 0.3952 0.2756 0.1491 0.13
H 11.62873 4.50557 -3.28462 -0.5319 0.1065 -0.0155 0.08
H 12.42005 6.05991 -3.49632 -0.0849 0.0999 -0.0999 0.07
H 12.73217 4.68910 -4.56631 0.2565 0.2562 -0.2117 0.06
H 11.56853 4.35657 -6.23158 -0.0100 -0.0944 -0.2491 0.08
C 12.80569 10.12990 1.47431 -0.4503 -1.2632 -0.9342 -0.07
C 13.96692 9.70079 2.33878 -0.0211 2.7819 -2.1821 -0.58
C 14.46675 10.95881 3.05186 1.0015 -1.7616 -0.3206 -0.05
O 13.48911 8.75297 3.17456 -0.6163 -1.6417 1.8360 -0.01
H 13.05767 10.80511 0.65657 0.0327 0.5685 0.5224 0.08
H 11.98688 10.41451 2.13511 0.0123 0.5552 -0.2427 0.09
H 12.44171 9.26136 0.92545 -0.1724 -0.3064 0.0837 0.07
H 14.76100 9.31763 1.69791 0.3112 -0.1549 -0.0805 0.13
H 15.28959 10.52891 3.62301 0.0011 0.5936 1.0409 0.07
H 13.63515 11.38116 3.61592 0.4690 0.3615 0.0894 0.09
H 14.99958 11.58611 2.33724 -0.6063 0.4684 0.0369 0.08
H 13.97697 8.79015 4.00053 0.0451 -0.2012 0.1419 0.10

---

# 2
100
Properties=species:S:1:pos:R:3:forces:R:3:lowdin_charge:R:1 method="wB97M-V/def2-TZVPD" homo_ev=-9.060 gap_ev=8.55 charge=0
N 2.28479 -1.46124 -3.74244 4.5906 10.7192 -1.7896 0.08
C 2.83448 -0.28212 -3.94864 -0.5910 -6.9789 1.4973 -0.20
O 3.86553 0.80653 -4.01286 -3.5870 -4.8059 0.6706 -0.40
P 5.14440 0.50912 -2.85532 1.2239 1.9239 0.1433 0.82
C 6.60096 -0.25114 -3.89623 -1.0462 -1.1023 -0.6255 -0.37
C 6.05956 -1.74334 -4.37378 0.0179 -0.7479 0.3751 -0.33
C 7.09309 -2.97446 -3.92502 -1.3275 1.1805 0.4030 -0.52
Cl 6.40211 -4.50667 -4.79081 1.0039 1.3598 0.8889 0.42
H 4.68580 -0.50726 -1.92038 -0.1079 -0.0010 -1.5992 -0.07
H 7.60358 -0.31160 -3.26824 -2.1722 0.3009 -1.2781 0.09
H 6.70328 0.48121 -4.83328 -0.0197 -1.5998 2.2053 0.10
H 5.80757 -1.77864 -5.52088 0.7740 0.0190 2.2654 0.11
H 5.04008 -1.98755 -3.80360 2.2186 0.4676 -1.3887 0.08
H 6.93073 -3.14737 -2.75693 0.6586 0.2562 -2.6799 0.10
H 8.20958 -2.76267 -4.20508 -2.2665 -0.6981 0.4240 0.09
C 5.86924 0.74849 1.15416 -0.0765 0.3044 0.2459 -1.95
Cl 4.14542 1.15597 0.96217 0.4855 -0.1842 0.0367 0.51
Cl 6.45384 -0.06838 -0.31748 0.5785 -0.1016 0.9315 0.50
Cl 6.80654 2.24063 1.41733 -0.3517 -0.3517 -0.2044 0.51
Cl 6.07114 -0.33451 2.55458 -0.0868 0.3149 -0.5300 0.49
C 2.15145 4.53663 0.30668 0.0939 0.0260 0.0462 -1.98
Cl 1.29166 3.42610 1.40300 0.2813 0.3876 -0.4810 0.48
Cl 2.75658 3.62966 -1.10257 -0.0960 0.1591 0.4442 0.46
Cl 1.03494 5.81180 -0.24252 0.2686 -0.3182 0.1243 0.52
Cl 3.52285 5.27883 1.16879 -0.4019 -0.2966 0.0298 0.50
C 4.09457 -3.61919 4.32641 -0.1690 -0.0510 -0.0291 -2.00
Cl 4.37689 -5.37833 4.33931 -0.0455 0.4611 -0.0023 0.52
Cl 3.42016 -3.13752 2.74910 0.1811 -0.0994 0.3858 0.51
Cl 2.94506 -3.19263 5.61907 0.3060 -0.1318 -0.3614 0.50
Cl 5.63630 -2.76823 4.59797 -0.2914 -0.3028 0.0998 0.48
C 5.80641 7.86257 -1.56111 -0.0509 0.0170 -0.0785 -2.00
Cl 6.78783 7.72285 -0.08066 -0.2439 0.0096 -0.3319 0.51
Cl 4.64398 6.51408 -1.63247 0.4568 0.4268 -0.1424 0.46
Cl 4.92176 9.40897 -1.54352 0.2151 -0.3865 0.0023 0.52
Cl 6.87211 7.80415 -2.98789 -0.2498 0.0157 0.3501 0.52
C -2.45246 1.39061 1.99304 0.0564 -0.1219 -0.0151 -1.96
Cl -2.80454 2.57371 0.70822 0.1029 -0.2260 0.2960 0.52
Cl -3.77055 1.40594 3.19186 0.3559 0.0286 -0.3047 0.50
Cl -2.31633 -0.23681 1.28082 0.5925 0.8323 0.7014 0.45
Cl -0.91846 1.81974 2.79147 -0.5434 -0.2508 0.0593 0.49
C 1.09646 -3.75274 -6.88365 0.0353 0.1564 0.0465 -1.99
Cl 0.92807 -3.43668 -8.62898 0.0071 -0.0746 0.3376 0.49
Cl 0.29404 -5.29119 -6.47860 0.1802 0.3569 -0.0969 0.51
Cl 2.82461 -3.85542 -6.46264 -0.3727 0.0028 -0.0746 0.49
Cl 0.33888 -2.42772 -5.96430 0.1790 -0.6983 -0.6362 0.46
C -2.35122 -2.20712 -11.04597 0.1032 -0.0201 0.2622 -2.00
Cl -3.55631 -1.72144 -12.26512 0.4660 -0.1423 -0.0924 0.50
Cl -2.72369 -3.84957 -10.46424 0.0845 0.4276 -0.1469 0.52
Cl -0.72659 -2.19022 -11.77711 -0.3974 -0.0025 0.1388 0.51
Cl -2.39845 -1.06734 -9.67722 1.2611 -0.3039 -0.3021 0.47
C -6.10168 -1.06467 -8.36850 -0.0461 -0.0745 -0.1374 -1.98
Cl -5.94975 -2.63269 -7.53623 0.0000 0.3878 -0.1915 0.52
Cl -7.82408 -0.70727 -8.65203 0.3691 -0.0636 0.1099 0.52
Cl -5.38803 0.21642 -7.35667 -0.1298 -0.2318 -0.2341 0.50
Cl -5.24501 -1.13521 -9.92925 -1.6626 0.0304 0.6381 0.45
C -5.55094 -3.15292 1.12077 -0.1781 -0.0052 0.0558 -1.98
Cl -7.20770 -3.37581 1.73715 0.3932 0.0366 -0.1440 0.48
Cl -4.91938 -1.58012 1.67049 -0.6264 -0.7808 -0.1414 0.47
Cl -4.50760 -4.45964 1.73577 -0.2154 0.3223 -0.1459 0.52
Cl -5.56910 -3.19589 -0.66042 -0.2018 -0.0209 0.6367 0.50
C -4.30242 -0.29996 6.94446 0.0403 -0.0021 -0.1078 -1.98
Cl -5.03158 -1.12740 8.34379 0.3356 0.2268 -0.4203 0.49
Cl -4.88497 -1.05404 5.43889 0.0955 0.1070 0.3826 0.50
Cl -4.76490 1.42051 6.96456 0.2952 -0.5788 -0.3565 0.48
Cl -2.52815 -0.43909 7.03050 -0.5001 0.0123 -0.0004 0.49
C -6.45934 4.09992 9.58983 -0.0328 -0.0210 0.0934 -2.00
Cl -6.17702 2.34078 9.60273 -0.2292 0.5753 0.3227 0.47
Cl -7.13375 4.58160 8.01252 0.1747 -0.1399 0.3566 0.51
Cl -7.60885 4.52649 10.88249 0.2695 -0.0825 -0.3171 0.51
Cl -4.91761 4.95089 9.86139 -0.3747 -0.2269 -0.0812 0.52
C -8.64513 -2.45397 9.07478 -0.0320 0.0064 -0.0210 -2.01
Cl -10.30189 -2.67686 9.69115 0.4115 0.0521 -0.1510 0.52
Cl -8.01358 -0.88116 9.62449 -0.3851 -0.3510 -0.0201 0.47
Cl -7.60180 -3.76069 9.68977 -0.2254 0.3183 -0.1493 0.51
Cl -8.66330 -2.49694 7.29359 0.0339 0.0274 0.4313 0.51
C 11.00763 1.63303 2.71012 0.0011 -0.0269 0.0574 -2.01
Cl 9.43761 1.01408 3.28141 0.4726 0.1116 -0.0986 0.48
Cl 12.32436 0.70269 3.46870 -0.3166 0.2335 -0.1951 0.51
Cl 11.10422 1.46321 0.93921 -0.0450 0.0434 0.4103 0.51
Cl 11.16444 3.35220 3.15136 -0.0482 -0.4182 -0.1166 0.51
C 1.03563 4.81856 -4.71027 0.0148 -0.0126 0.0197 -2.00
Cl 0.17583 3.70803 -3.61396 0.1681 0.2359 -0.2892 0.50
Cl 1.64076 3.91160 -6.11953 -0.1448 0.2019 0.3464 0.52
Cl -0.08088 6.09374 -5.25947 0.2632 -0.3013 0.1371 0.52
Cl 2.40702 5.56077 -3.84817 -0.3875 -0.0904 -0.4091 0.46
C -11.43691 -3.02390 1.23748 -0.0264 0.0068 -0.1073 -2.01
Cl -10.45549 -3.16362 2.71793 -0.2548 0.0280 -0.2867 0.49
Cl -12.59934 -4.37239 1.16612 0.2961 0.3355 0.0315 0.51
Cl -12.32157 -1.47750 1.25507 0.2278 -0.3874 0.0108 0.51
Cl -10.37121 -3.08232 -0.18929 -0.2793 0.0164 0.3679 0.50
C -2.67654 -0.93094 -3.05773 0.0399 0.1125 -0.1441 -1.97
Cl -3.88162 -0.44525 -4.27689 0.2496 -0.1767 0.2565 0.50
Cl -3.04900 -2.57338 -2.47601 0.3223 0.4756 -0.2964 0.50
Cl -1.05190 -0.91404 -3.78887 -0.5009 0.2038 0.5289 0.48
Cl -2.72377 0.20885 -1.68899 -0.0425 -0.3305 -0.8449 0.48
C 1.86214 -0.60082 8.74023 0.0524 0.0125 0.0642 -2.01
Cl 0.65705 -0.11513 7.52108 0.3972 -0.0859 0.2477 0.48
Cl 1.48967 -2.24326 9.32196 0.0866 0.3878 -0.1721 0.51
Cl 3.48677 -0.58391 8.00909 -0.4054 0.0350 0.2070 0.50
Cl 1.81491 0.53897 10.10898 -0.0028 -0.2903 -0.3535 0.52

---

# 3
48
Properties=species:S:1:pos:R:3:forces:R:3:lowdin_spin:R:1 method="wB97M-V/def2-TZVPD" s2=9.15 homo_ev="-8.755 / -8.909" gap_ev="4.59 / 4.82" e_above_lowest_kcal_mol=15.02 charge=0 multiplicity=6
Mn -0.30216 0.67426 -0.25683 0.0213 0.2028 0.3637 4.62
O -0.51675 1.09387 3.75026 0.5946 0.2013 -0.4755 0.01
C -0.10744 1.33610 2.63128 0.0043 0.0390 -0.0512 0.01
O 0.03191 0.42452 1.68251 -0.1724 -0.0446 0.3407 0.09
C 0.31111 2.75465 2.27899 -0.0456 -0.1479 0.0137 0.01
C 0.58245 3.59573 3.34442 0.0567 0.0728 0.0342 0.00
C 1.04259 4.88230 3.12871 -0.0297 -0.0404 0.0368 0.00
C 1.23595 5.37649 1.85135 0.0122 -0.0176 -0.0471 0.00
C 0.91458 4.55474 0.80144 -0.0088 0.0446 0.0537 0.01
C 0.44684 3.23307 0.95222 -0.0122 -0.1614 -0.0335 0.01
O 0.19735 2.52566 -0.11337 -0.0138 0.2333 -0.2974 0.10
N 1.09045 5.07462 -0.55934 -0.0018 0.0027 -0.0391 0.00
O 0.12113 5.09837 -1.28504 0.0086 -0.0035 0.0156 0.00
O 2.20548 5.45746 -0.86536 -0.0124 -0.0020 0.0162 0.00
N 1.34570 5.74428 4.27142 0.0079 0.0203 0.0244 0.00
O 1.18318 5.28789 5.38528 0.0030 -0.0009 -0.0133 0.00
O 1.74455 6.87032 4.03736 -0.0052 -0.0178 -0.0034 0.00
H 0.44383 3.22750 4.35060 -0.0069 -0.0090 -0.0031 0.00
H 1.61943 6.37327 1.69050 -0.0011 0.0036 -0.0001 0.00
C 3.07671 0.94442 -0.96057 0.0309 0.0064 0.0145 0.01
Te 1.77512 -0.63475 -1.54805 0.0526 -0.0545 -0.1077 0.03
C 2.25286 -1.89341 0.10299 -0.0181 0.0101 0.0365 0.01
H 2.92190 1.14992 0.09546 -0.0254 0.0111 -0.0035 0.00
H 2.81983 1.82218 -1.54776 -0.0134 0.0049 0.0134 0.00
H 4.10091 0.64162 -1.15675 0.0000 0.0020 0.0047 0.00
H 3.32690 -2.05744 0.10147 -0.0009 -0.0031 0.0041 0.00
H 1.74300 -2.84256 -0.04650 0.0059 0.0044 -0.0001 0.00
H 1.92957 -1.41784 1.02630 -0.0130 0.0103 -0.0117 0.00
F -2.24073 -3.69393 4.10140 -0.0428 0.0180 -0.0139 -0.02
C -1.67693 -4.12128 2.98715 0.1455 -0.1386 0.0048 -0.06
C -1.15044 -5.36744 2.95974 -0.0732 0.1508 0.0295 0.06
F -1.22935 -6.10551 4.05288 0.0253 -0.0300 -0.0137 0.02
C -0.51073 -5.91351 1.79218 0.0506 -0.1946 -0.0115 -0.05
C -0.51498 -5.04935 0.64006 -0.0339 0.1326 -0.0018 0.06
C -1.06175 -3.81621 0.66494 -0.1430 -0.1929 -0.0443 -0.05
F -0.98083 -3.06832 -0.43328 -0.0299 0.0294 -0.0129 -0.02
C -1.66537 -3.25974 1.83980 0.0613 0.1341 0.1284 0.06
C -2.11568 -1.95566 1.90853 0.4970 0.3542 -0.0483 -0.16
C -2.20352 -1.11938 0.75676 -0.0441 -0.0701 0.0944 0.02
N -2.25121 -0.36805 -0.11577 0.0781 -0.0468 -0.1081 -0.05
C -2.26471 -1.22204 3.11981 -0.6168 -0.3284 -0.0822 -0.01
N -2.42897 -0.57552 4.05514 -0.2950 -0.1914 0.1880 -0.10
F 0.06743 -5.45029 -0.47910 0.0241 -0.0365 0.0134 0.02
C 0.07323 -7.16294 1.78188 0.0147 0.0583 0.0330 0.16
C 0.11546 -8.02295 2.92313 0.0466 0.0196 0.0430 0.01
N 0.21122 -8.75100 3.80723 -0.0245 -0.0297 -0.0308 0.09
C 0.72130 -7.71608 0.63352 -0.1222 0.0401 -0.1180 0.01
N 1.22000 -8.19524 -0.28436 0.0650 -0.0453 0.0654 0.09